Entry 1:
Below is one molecule with the formula C3H5N3O at a distorted geometry, with properties calculated with ωB97M-V/def2-TZVPD.

total charge	0
relative energy (zero: lowest compared OMol25 entry of this formula, charge and spin)	230.5	kJ/mol
E_LUMO	0.02346	hartree
M	99.09	g mol⁻¹
structure (SMILES)	[H]/N=C1/CNC(O)=N1
total energy	-356.76959	hartree
Kohn-Sham gap	0.3526	Ha
HOMO	-9.0	eV

CARTESIAN COORDINATES (ANGSTROEM)
H  -1.1883  -1.9091  1.9839
N  -0.5130  -1.1870  1.8279
C  -0.4642  -0.5308  0.7268
C  0.4536  0.6237  0.9286
N  0.8634  0.8373  -0.4789
C  0.0071  0.0919  -1.2285
O  0.0774  0.1761  -2.5553
N  -0.8135  -0.7162  -0.6036
H  0.7760  -0.0280  1.8779
H  -0.0418  1.5232  1.3064
H  1.3960  1.5970  -0.8822
H  -0.5526  -0.4781  -2.9032

---

Entry 2:
Below is an isolated ion of composition CBrF2O2S and charge -1 at a distorted geometry, with properties calculated with ωB97M-V/def2-TZVPD.

total charge	-1
relative energy (zero: lowest compared OMol25 entry of this formula, charge and spin)	39.2	kJ/mol
E_LUMO	0.12821	hartree
M	193.98	g mol⁻¹
total energy	-3360.53265	hartree
Kohn-Sham gap	0.2961	Ha
HOMO	-4.6	eV

CARTESIAN COORDINATES (ANGSTROEM)
C  0.0550  1.0067  -1.7401
O  0.4270  -1.4986  2.2748
O  -1.7358  -0.3467  2.0584
F  0.7446  1.4349  -0.6579
F  1.1272  0.8866  -2.7183
S  -0.3290  -0.4005  1.6976
Br  -0.2890  -1.0824  -0.9145